Density functional theory data (ωB97M-V/def2-TZVPD) for a molecular structure, C21H23N8ORhS3.

Computed properties:
Energy relative to the best compared isomer or geometry (same formula, charge and spin) ... 0.0 kcal per mole
Net charge ... +2
HOMO ... -12.29 eV
HOMO-LUMO gap ... 4.892 eV
Molecular weight ... 602.577 g/mol

Geometry (Å):
Rh 0.68 0.16 -0.26
C 2.96 3.82 -0.26
C 2.43 2.44 -0.10
N 1.28 2.08 -0.54
N 0.43 2.91 -1.22
C -0.66 2.35 -1.81
N -1.43 3.16 -2.52
S -1.06 0.69 -1.65
C 3.18 1.33 0.57
C 4.45 1.48 1.07
C 5.10 0.37 1.62
C 4.46 -0.85 1.63
C 3.17 -0.93 1.12
N 2.55 0.12 0.61
H 2.90 4.13 -1.31
H 3.99 3.91 0.04
H 2.37 4.52 0.34
H 0.63 3.90 -1.26
H -1.19 4.11 -2.73
H -2.26 2.78 -2.95
H 4.95 2.44 1.05
H 6.10 0.48 2.02
H 4.94 -1.73 2.03
H 2.61 -1.86 1.11
C -3.35 -3.48 2.56
C -2.34 -2.43 2.75
N -1.54 -2.31 3.78
N -0.77 -1.23 3.48
C -1.07 -0.68 2.32
S -0.29 0.74 1.69
N -2.10 -1.41 1.85
N -2.71 -1.19 0.63
H -3.29 -4.18 3.39
H -3.16 -4.02 1.63
H -4.36 -3.06 2.52
H -0.05 -0.94 4.12
H -3.71 -1.10 0.76
H -2.47 -1.96 0.00
C -3.01 -10.14 2.47
C -2.00 -9.04 2.39
O -1.53 -8.47 3.33
S -1.52 -8.70 0.67
C -1.06 -6.99 0.63
C -1.22 -6.37 -0.61
C -0.87 -5.05 -0.79
C -0.36 -4.31 0.27
C -0.19 -4.93 1.51
C -0.54 -6.26 1.69
C -0.01 -2.92 0.11
C 0.24 -1.75 -0.05
H -3.34 -10.25 3.50
H -2.55 -11.08 2.15
H -3.85 -9.95 1.81
H -1.63 -6.94 -1.44
H -0.99 -4.58 -1.76
H 0.23 -4.38 2.34
H -0.37 -6.74 2.65

These are the Löwdin partial charges, in e, on atoms 1 to 5:
1 Rh 0.612
2 C 0.020
3 C -0.204
4 N -0.109
5 N 0.044